Density functional theory data (ωB97M-V/def2-TZVPD) for C5H7NO in the gas phase.

```
14
Properties=species:S:1:pos:R:3:forces:R:3
C -0.479 0.222 -0.046 0.20 0.19 0.09
C 1.607 -0.943 0.171 0.11 -0.04 0.02
C 0.161 -1.124 -0.299 -0.06 -0.02 -0.04
N 1.666 0.332 0.699 0.13 -0.08 -0.08
O 2.528 -1.728 0.099 -0.29 0.24 0.02
H 0.154 -1.414 -1.357 0.02 0.05 0.16
H -2.261 0.059 -1.251 0.10 0.09 0.13
C 0.444 1.008 0.516 -0.22 -0.08 -0.14
H 0.340 2.037 0.843 0.06 -0.15 -0.08
H -0.302 -1.950 0.257 0.05 0.14 -0.04
H -1.942 1.679 -0.614 -0.04 -0.19 0.07
H -2.580 0.415 0.449 0.10 -0.04 -0.13
H 2.545 0.779 0.910 -0.12 -0.11 0.03
C -1.889 0.609 -0.380 -0.04 0.00 0.00
```
Forces are in eV/Å.

Structure (SMILES): CC1=CNC(=O)C1
E in eV: -8836.151
HOMO-LUMO gap in eV: 9.2369
Lowest unoccupied orbital energy in Eh: 0.0311
Relative energy (zero: lowest compared OMol25 entry of this formula, charge and spin) in eV: 0.051